Below is a structure of composition C37H72F3N5OS, with properties calculated with ωB97M-V/def2-TZVPD.

Geometry as XYZ:
```
119
C37H72F3N5OS ωB97M-V/def2-TZVPD
C 2.9530 6.2517 -4.7168
C -7.3086 -0.1087 0.6215
C 0.6145 -1.7865 0.9771
H -6.7180 2.4118 -0.3570
H -4.1776 1.1546 0.8399
H -5.0767 2.9077 -0.7434
H 4.1793 7.0032 -6.3184
H 5.6197 0.2250 -1.3022
C 0.6075 -2.2173 3.4852
C -1.0227 -7.5732 0.7187
H 0.0363 -3.7925 4.8873
C -3.6407 -3.2989 1.1097
N 2.3288 -3.4123 -1.7990
H 4.0494 -0.4753 -0.8767
C -5.6973 2.4444 0.0272
F 3.2143 -3.4877 3.9742
H 1.2183 10.0725 -6.0544
H 4.1009 9.9509 -3.3888
H -6.9526 0.0475 -1.5236
C 1.9130 -3.0451 -0.5995
C 2.5974 1.6933 -2.1577
H 0.5290 -1.4348 -1.1160
C -2.5052 -4.0304 0.3480
C -5.9605 0.3961 2.5796
F 3.7612 -5.0738 2.6137
H -7.9510 0.7848 0.6352
H 5.5294 1.4741 0.9555
H 5.0417 6.6892 -4.8554
H 2.6315 0.6093 -2.0506
H -4.9208 0.4408 2.9182
H -2.1531 -2.9415 4.9483
H -1.8681 -8.2555 0.5555
C 4.0277 8.8645 -3.4933
H -0.5167 -7.8159 4.5643
H -3.0325 -4.8190 4.2106
H 1.3093 8.3295 -5.8912
H -7.7935 -0.8461 1.2679
N 4.2038 2.4355 -0.3093
O -0.0980 -8.6705 2.6851
C 5.2109 2.9924 -1.1916
H -1.5273 -7.1275 2.7744
N -5.9833 0.1609 1.1454
H -2.5432 -3.6591 -0.6941
H 4.0328 4.4507 -2.3044
H 3.5278 10.4032 -5.5857
H -3.3447 -2.2369 1.1821
C -1.1969 -6.1734 0.0824
C 2.8455 2.4129 -0.8281
H 2.7571 6.4098 -3.6547
C -1.8368 -3.0638 3.9004
H -4.6299 -4.6557 2.5044
H 3.8833 0.9575 1.1272
H 4.7026 5.0589 -0.7799
C 2.7215 -4.3329 3.0274
H 1.2090 -8.1805 4.2300
C -2.6363 -5.5716 0.2638
H 0.0107 -1.2965 3.4641
C 4.8971 4.4133 -1.6384
H -0.9474 -6.1584 -0.9891
H 6.1645 3.0217 -0.6567
C -0.3247 -3.4205 3.9188
C 3.2313 9.3592 -5.7347
H 3.4464 9.1556 -6.7877
H -4.4231 -2.9965 3.0938
H 2.0308 6.4280 -5.2689
H -0.1139 -0.9964 1.1635
H -3.0533 -5.9840 1.1971
N 3.3249 -4.6837 0.0604
H 1.5994 1.9441 -2.5261
H 5.1341 8.6498 -1.6580
H -0.1629 -4.2392 3.2066
C 4.1074 7.1156 -5.2336
H 2.1822 1.9934 -0.0667
H 5.7474 4.8278 -2.1833
H 5.3757 2.3665 -2.0819
H 1.4406 -2.0891 4.1848
H 1.4485 9.3670 -4.4606
H 6.1295 8.5035 -3.1077
C -7.2911 -0.6841 -0.7880
H -4.5791 -3.3538 0.5375
C 0.9719 -2.0128 -0.3011
N 4.0937 8.5338 -4.9055
H 2.5096 3.4486 -0.9392
H -6.6414 -1.5594 -0.8437
H -6.1895 2.5484 2.8841
H -2.0477 -4.9670 2.7688
H 0.0739 -9.4926 4.5886
H -7.7282 1.6808 2.7370
H -4.9276 0.5491 -0.5945
H 5.0743 7.1702 -2.6075
C 2.4727 -3.7762 0.5293
F 1.8812 -5.1881 3.6475
H 3.0657 8.5747 -3.0441
C -3.9201 -3.8152 2.5497
C -2.6671 -4.2571 3.3303
H 3.2016 5.1952 -4.8450
C 4.6323 1.2285 0.3769
C -5.1508 1.0509 0.3522
C -0.6363 -7.4398 2.2012
H -6.7731 1.5584 4.2078
H -6.3760 -0.4924 3.0683
C -6.7083 1.6195 3.1189
H -2.0396 -2.1406 3.3363
C 0.1713 -8.5238 4.0760
H 5.4382 -0.7585 0.1459
S 3.4083 -4.6214 -1.5475
C 5.1585 8.2559 -2.6755
H -5.6736 3.1065 0.8917
H 3.3097 1.9881 -2.9300
H -3.2636 -5.9052 -0.5754
H -1.5394 -3.6942 0.7530
C 1.7181 9.2659 -5.5128
H -0.1423 -8.0339 0.2329
H -8.2975 -0.9935 -1.0743
H 0.1782 -6.6953 2.3012
H -0.4623 -5.5101 0.5750
C 2.0907 -3.5321 1.8965
C 1.1481 -2.5505 2.0876
C 4.9471 -0.0043 -0.4744
```

Summary:
Lowest unoccupied orbital energy, eV: -0.896
Electronic energy, Eh: -2499.73899
Strongest force on any atom, eV Å⁻¹: 1.60
HOMO, eV: -8.14
Orbital gap, eV: 7.24


Below is a cluster of 3 separate species, C37H73F3N3O7 in total, with properties calculated with ωB97M-V/def2-TZVPD.

Geometry as XYZ:
```
123
C37H73F3N3O7 ωB97M-V/def2-TZVPD
C 0.6851 5.7593 -2.8268
H 5.4512 -2.2061 3.0932
O -4.6168 -6.6006 -2.7240
H 3.2560 -3.3488 1.2619
H 0.5367 2.3208 -5.2880
H 0.1183 5.7476 0.5494
H 5.4846 -5.7322 1.9912
H -0.3702 -6.4018 -1.8514
C 0.1608 1.4620 -3.2214
H -0.9368 1.2296 6.6378
C -0.6916 3.8576 -4.1666
N -4.2844 0.5506 -2.5047
H 1.3824 3.5214 1.6171
H -6.0334 -7.4692 -1.4712
H 1.1517 0.8865 2.3335
H -4.3673 -0.3526 -4.5571
H -1.8042 0.1178 -5.1147
C 1.0278 5.5825 -0.1452
C -1.4947 1.6285 5.7179
H -1.6157 -3.4981 -3.1222
C 5.6496 -4.9805 1.2133
H -4.9543 -3.2886 -3.1525
H 6.4175 -6.4792 -0.1142
H -1.7700 3.4817 -4.2769
C -2.0337 1.5057 -1.5927
H -6.1856 -5.3005 -2.2043
H 0.4807 -1.7459 0.2326
H -5.2970 0.3677 -2.3567
H 0.5474 6.5839 -3.6194
H 2.1923 1.5016 0.8431
C -2.2336 0.4320 -4.1050
H -3.5936 -4.8744 -1.1000
C -1.5157 -3.3591 -2.0401
H -0.7912 1.7919 1.4539
H 4.2720 -1.1085 -1.0964
H 4.6415 -3.7387 3.3751
O -0.0556 -1.0976 0.7353
H 8.8567 -4.6110 -0.9808
H -1.5218 5.5539 -2.9923
O 6.7778 -4.6408 -0.9088
C 3.7878 -2.5484 1.7876
H -1.5348 -5.6990 -2.9859
C -0.9480 1.1731 0.4987
H -3.2046 -2.0434 -1.7431
H -1.1694 1.0871 4.7592
H -0.1092 5.2680 3.6544
H 8.0885 -3.1923 -0.2006
H 1.6484 5.2041 -3.1155
H -3.2303 1.0817 7.0753
H 0.6453 0.5312 -3.7055
H 0.7068 2.2773 4.7213
H 3.0737 -2.1391 2.5105
C -4.3536 1.5668 -0.1160
O -1.2224 2.0954 -0.6008
H -1.8376 0.4744 0.6459
H 2.3012 3.4910 3.2085
H -0.8523 -2.4966 -1.9090
C 1.5547 4.1215 2.5876
H -0.5014 4.5271 -5.0911
H -0.7659 4.3070 -1.8800
C -3.5354 1.1998 -1.4303
C 0.3131 3.3460 4.8533
H -5.4693 1.5993 -0.4270
N -3.9310 -3.9885 -1.4610
C -0.6271 4.8250 -2.8890
H 2.5752 7.0617 0.6993
H 1.6734 7.3317 -1.5138
H 0.6961 0.1329 -0.7822
C -1.1758 3.2008 5.5246
H -0.6516 3.7001 2.8732
H -0.1348 7.1611 -1.2442
H 7.6879 -5.5920 0.7326
C -3.0656 1.3141 5.9567
H -3.7500 2.1707 5.6410
C 1.5819 0.6487 1.2895
H 8.0100 -3.3964 -1.9584
H -4.4340 -8.2356 -1.5144
H -3.5857 -4.3613 -3.5197
H -2.0268 -6.1482 -1.3199
H 1.0679 4.4985 -0.5245
H 1.6208 6.3972 2.8886
C 6.7148 -5.4876 0.2409
C 0.1993 4.1685 3.4851
H -1.9048 3.7359 4.8296
C 0.8314 6.5523 -1.4150
H 2.2353 -0.2921 1.4441
O 4.0990 -1.4737 0.9040
H -3.2842 0.3384 5.3843
C 2.1698 5.5798 2.3076
H 5.6507 -1.9360 -0.3848
H 4.7183 -4.8540 0.6507
H -2.6535 -2.8686 -0.2925
C -3.7137 0.1675 -3.7674
C 4.5605 -1.8783 -0.3768
C 0.3502 0.2518 0.3010
C 2.3313 5.9364 0.7326
C -4.9565 -7.2786 -1.5231
C -5.3527 -5.3918 -2.9098
C -1.3757 1.1228 -2.9785
H 1.4147 3.1929 -3.8743
O -4.2555 0.5828 0.9467
H 4.1264 -2.8291 -0.6974
H -1.1479 3.6599 6.5706
C 4.9939 -3.0632 2.5885
F -3.5731 2.0251 2.7040
H 6.3861 -3.0872 1.1159
H -4.1114 2.6438 0.2170
H 0.7358 1.6918 -2.2471
H 3.2738 5.3983 0.3629
H 3.2482 5.5602 2.7223
F -4.8723 0.1844 3.1169
C -4.4162 -4.1856 -2.8276
H -5.7783 -5.4337 -3.9174
O -0.8383 -4.4576 -1.4436
C 8.0015 -3.9279 -1.0060
C -1.2279 -5.7320 -1.9372
C 0.4229 2.7048 -4.2126
F -5.7721 2.0283 2.0349
C -4.6092 1.2173 2.1821
C -2.8488 -3.0078 -1.3607
H -4.6373 -6.7043 -0.6482
N 6.0635 -3.7229 1.8375
H 0.9628 3.8678 5.6432
```

Summary:
Lowest unoccupied orbital energy, eV: -4.679
Electronic energy, Eh: -2443.52179
ΔE to the lowest compared entry with this formula, charge and spin, kJ/mol: 649.3
Strongest force on any atom, eV Å⁻¹: 4.95
HOMO, eV: -10.22
Orbital gap, eV: 5.54
Net charge: +1


Below is a cluster of 13 separate species, C37H74Br8N8O18 in total, with properties calculated with ωB97M-V/def2-TZVPD.

Geometry as XYZ:
```
145
C37H74Br8N8O18 ωB97M-V/def2-TZVPD
C -1.2778 -3.3760 3.6547
H -1.9450 2.5327 -0.0792
Br -1.1678 0.0723 -7.0167
H 0.7103 2.6049 -1.3088
H -0.8711 4.0172 0.6244
H -2.8180 -1.1556 -0.7361
H -4.4252 0.0376 4.0430
H 0.0415 4.6026 -0.8362
C -0.4678 4.8760 0.0879
H 4.1790 -3.1923 -0.1584
C 3.8088 3.6868 -0.5506
N 0.5417 4.2231 -5.9944
H 0.6271 -2.4669 -5.7660
C -1.7036 1.6351 6.5969
H 0.2437 -7.3066 -3.9203
H -1.3098 5.4913 -0.2291
C 2.6742 -4.3558 -3.7987
H -1.8549 -2.4592 3.7755
H -5.7894 -2.0800 -0.8847
O 0.8542 2.0975 1.1460
Br 5.2712 4.4403 -1.5950
N -1.4442 1.6693 5.0527
H 0.3973 -5.5569 -6.1340
O 4.3725 -0.3570 0.0511
H -1.0998 -5.6134 -0.8608
O 0.0190 5.6003 2.2732
O 3.3755 -0.9084 -1.7848
C 0.0375 1.5441 4.7086
H -2.1263 -0.4812 7.0711
H 3.2793 -2.1735 1.0666
C 3.3661 0.4963 3.4183
O -4.9853 1.7617 0.4065
C 0.5051 1.1609 0.2825
Br -3.9782 -1.3395 1.5338
C -1.1696 4.2753 5.0337
C -2.3599 0.6064 4.3620
N 4.3254 2.2998 -4.0743
H 2.8839 -0.4786 3.4896
Br 5.5312 3.3163 1.6892
Br -3.9314 2.4130 -6.6033
O 4.3276 2.0177 4.8807
H -2.1130 -4.8859 -2.0524
H -2.4964 0.8328 0.2999
H -0.4535 -0.1454 6.9420
H -0.9998 2.3343 7.0485
H 3.6245 -4.2990 -4.3297
H 3.5382 1.2992 -2.4316
H 0.0615 5.8367 6.6480
C -0.1322 -0.9233 -1.7314
H 0.1973 4.5893 -3.9551
H 1.8666 -4.7677 -6.7511
H 2.3346 -2.5875 -5.8779
H 2.9314 0.7653 -3.8939
C 1.3413 -5.6043 -2.1050
C -1.0609 -3.9544 5.0342
H -2.0508 -0.3855 4.6918
C -1.8180 3.0303 4.4734
C 1.5091 -2.7237 -5.1793
H 3.0367 3.3056 -1.2190
O 0.0655 3.8323 -7.0054
O 5.4090 1.7180 -3.9088
H -4.1850 0.0015 -6.5556
C -3.6545 -1.7402 -0.3534
C 4.4446 2.5542 0.1972
H -4.1394 1.7128 4.0668
N 3.7297 -1.1424 -0.6187
C -0.1145 -1.1806 -0.2989
H -2.1656 -0.3988 -4.6860
O -0.3012 -1.7838 -2.6436
C -0.5411 -6.7008 -3.4675
H 2.6608 -6.4953 -3.6071
H 2.7783 -3.5062 -3.1238
H 2.4411 -2.8601 -0.3051
O 1.1827 6.5131 0.7003
C 2.6522 -5.6185 -2.9595
H -1.9051 1.3673 -4.8921
H -0.8502 -3.8937 -1.4168
H -3.4179 -2.8041 -0.3354
C -3.7042 0.6119 -5.7913
O -1.0329 -3.9058 -4.4356
H 3.6663 1.9448 0.6565
H 0.6102 2.2474 5.3131
H 3.3641 4.4171 0.1254
H 3.4713 -5.8448 -2.2768
C 0.5240 1.5844 -1.0084
H -1.2351 4.3681 -4.9915
H 0.2569 1.6135 3.6431
Br -0.1649 -2.6449 6.3375
H -4.9684 -0.5710 -1.5280
H -4.3631 0.5988 -4.9231
H -2.8797 3.2216 4.6297
H 1.5950 -1.9428 -4.4237
C -0.0091 -5.4420 -2.7397
N 3.6019 1.0047 4.7817
H -0.2124 2.9393 -4.6069
O 4.0949 3.2890 -4.7377
C 0.1677 -0.2695 0.6417
H -1.7118 3.0280 3.3886
O 0.0650 -0.7627 1.8515
H 0.3018 0.5436 5.0510
C 3.3985 -2.4526 0.0198
O -3.8319 3.2300 1.3372
H -0.3897 -2.1876 -0.0221
C 0.2091 0.6150 -2.0889
C -0.9733 5.6470 6.9332
N 0.3729 5.6827 1.0717
C 1.4038 -5.2264 -5.8773
O -1.5395 4.4448 6.4031
H -2.0065 -4.2671 5.4771
H -1.3921 6.5275 6.4459
N -3.9234 2.3382 0.5742
C 1.4157 -4.2242 -4.7147
H 2.4052 2.4386 -3.3733
H -2.6774 2.0383 6.8749
H -0.3655 -3.0202 3.1758
H 1.5239 -4.7661 -1.4325
H -4.1673 0.7564 5.6217
Br -2.2375 -4.6818 2.4761
H -0.8890 5.6865 8.0192
O 1.6885 4.6246 -6.0014
H 5.1036 1.9609 -0.4367
O 2.9922 0.4248 5.6776
H -1.5336 5.0824 4.3979
C -1.3931 0.3012 7.2673
H 4.3452 0.4431 2.9422
C -0.2257 4.0155 -4.7796
H -2.9848 1.6443 -1.1948
H 2.6598 1.1944 2.9690
H 1.3854 -6.4028 -1.3644
H -0.1100 4.0928 4.8549
C -2.2446 0.4475 -5.3683
C -4.8762 -1.6258 -1.2692
C -1.0816 -4.9201 -1.7016
H -0.3542 -4.7747 4.9089
C -2.7470 1.7971 -0.1421
O 0.2665 0.9692 -3.2701
H -1.3669 0.4025 8.3523
H -0.9682 -7.3932 -2.7420
N 0.1648 -4.3662 -3.8364
H -1.2340 -6.5107 -4.2871
Br -4.4864 -2.4761 -2.9842
C 3.2007 1.6937 -3.3901
H 1.8693 -6.1952 -5.6964
H -2.0441 0.6994 3.3229
C -3.8523 0.7944 4.5789
```

Summary:
Lowest unoccupied orbital energy (spin up / spin down), eV: -6.568 / -6.575
2S+1: 2
Electronic energy, Eh: -23837.54449
Strongest force on any atom, eV Å⁻¹: 9.59
HOMO (spin up / spin down), eV: -11.20 / -11.07
Orbital gap (spin up / spin down), eV: 4.63 / 4.49
Net charge: +1
<S²>: 0.787